No. 1
The following is a DFT calculation (the ωB97M-V functional and the def2-TZVPD basis) of C9H16AsN7O8S2V as an isolated structure in a non-equilibrium geometry.

Calculated values
Molar mass   540.268 Da
HOMO level (spin up / spin down)   -13.84 / -13.84 eV
ΔE to the lowest compared entry with this formula, charge and spin   1.5382 eV
Expectation value of S²   0.76
Energy   -144584.50042 eV
Multiplicity   2
Charge   +2

Structure (XYZ):
```
44
Properties=species:S:1:pos:R:3:forces:R:3:lowdin_charge:R:1
V -1.395 -1.416 -1.318 1.316 1.602 -0.065 1.07
O 1.901 -0.762 -2.815 -0.144 0.202 -0.050 -0.31
As 1.245 0.633 -1.972 -0.206 -0.270 0.083 1.32
O -0.692 -0.041 -1.911 -0.251 -1.168 0.091 -0.51
O 1.583 -0.079 -0.406 -0.198 0.075 0.136 -0.37
C 2.406 -1.124 -0.083 0.090 -0.022 0.001 -0.31
C 3.772 -0.928 -0.034 0.013 -0.012 -0.001 0.02
C 4.610 -1.944 0.402 0.011 0.050 -0.016 -0.01
C 4.096 -3.165 0.815 -0.034 -0.006 0.004 -0.03
C 2.732 -3.373 0.783 -0.028 0.016 0.019 -0.02
C 1.885 -2.356 0.329 0.161 -0.127 0.036 -0.21
S 0.218 -2.788 0.201 -0.279 0.232 -0.549 0.69
O -0.082 -3.957 0.934 0.057 -0.022 0.002 -0.18
O -0.140 -2.868 -1.301 -0.058 0.119 0.209 -0.33
O -0.701 -1.600 0.501 0.018 -0.060 0.066 -0.36
H 2.070 -0.606 -3.755 -0.013 -0.075 -0.013 0.07
H 4.177 0.034 -0.320 -0.022 0.007 -0.006 0.13
H 5.677 -1.769 0.430 0.002 -0.013 0.003 0.13
H 4.754 -3.948 1.164 -0.008 -0.009 0.001 0.13
H 2.308 -4.315 1.102 -0.007 -0.005 -0.005 0.13
N -2.654 0.415 0.571 -0.084 -0.041 0.060 0.04
N -3.537 -0.478 1.198 0.074 -0.016 -0.001 0.05
C -3.841 -1.612 0.580 0.019 0.233 -0.166 -0.33
N -4.614 -2.523 1.127 -0.014 -0.013 0.036 0.27
N -3.315 -1.681 -0.690 -0.066 -0.832 0.213 0.06
N -3.343 -2.840 -1.417 -0.165 0.345 -0.048 -0.36
O -2.589 -2.644 -2.428 0.170 -0.307 0.116 0.00
O -3.876 -3.862 -1.152 -0.355 0.106 -0.077 0.22
H -1.845 0.588 1.160 0.021 0.034 0.053 0.04
H -3.120 1.296 0.377 0.021 -0.024 -0.001 0.11
H -3.895 -0.293 2.126 0.006 0.018 -0.021 0.18
H -4.992 -2.388 2.054 0.004 -0.011 -0.004 0.15
H -4.839 -3.380 0.645 0.015 -0.009 -0.061 0.13
C 0.855 6.270 -0.407 0.000 0.046 -0.004 -0.05
N 0.470 4.876 -0.554 -0.019 -0.126 -0.036 -0.05
C 0.280 4.026 0.452 0.062 0.285 0.107 -0.87
N 0.438 4.490 1.695 -0.008 -0.080 -0.057 0.13
S -0.151 2.400 0.192 -0.102 -0.144 -0.085 0.62
H 0.929 6.712 -1.396 0.007 0.002 0.003 0.10
H 1.827 6.359 0.080 -0.006 -0.005 0.006 0.10
H 0.107 6.831 0.156 -0.001 -0.006 0.001 0.10
H 0.284 4.512 -1.473 -0.010 0.016 0.005 0.12
H 0.665 5.450 1.895 0.002 0.003 -0.002 0.11
H 0.332 3.849 2.461 0.013 0.015 0.016 0.10
```
Positions in Å, forces in eV/Å.

No. 2
The following is a DFT calculation (the ωB97M-V functional and the def2-TZVPD basis) of C40H88F6N3O6P2S2 as an isolated structure in a non-equilibrium geometry.

Calculated values
Molar mass   947.229 Da
HOMO level   -16.05 eV
Energy   -116192.06714 eV
Charge   +3

Structure (XYZ):
```
147
Properties=species:S:1:pos:R:3:forces:R:3:lowdin_charge:R:1
C 4.698 5.829 3.345 -0.337 -0.113 0.587 -0.10
C 4.473 5.540 1.829 -0.455 0.667 1.230 -0.23
C 3.074 5.998 1.387 0.033 0.775 1.145 -0.23
C 1.874 5.206 2.028 2.124 0.016 -0.493 -0.27
P 0.386 6.035 1.704 -1.207 0.898 -0.909 0.97
C 0.401 7.744 2.226 -0.405 -0.201 1.787 -0.25
C 0.951 7.936 3.678 0.370 -1.554 -0.326 -0.26
C 1.148 9.353 4.049 -0.661 2.326 2.113 -0.26
C 1.888 9.524 5.439 -1.376 0.297 -1.807 -0.07
C 0.107 6.061 -0.073 1.386 0.949 -0.253 -0.27
C 0.133 4.701 -0.669 -1.305 -1.507 -1.000 -0.27
C -0.048 4.788 -2.195 -0.043 0.895 0.874 -0.25
C -1.472 4.957 -2.619 -0.907 -0.734 -0.460 -0.11
C -0.908 5.113 2.530 0.049 0.205 1.312 -0.26
C -2.103 5.902 3.134 -0.421 0.665 -0.896 -0.24
C -3.151 4.955 3.738 0.738 -1.832 -2.916 -0.21
C -3.903 4.209 2.523 -0.014 0.852 1.813 -0.08
H 5.013 6.862 3.546 -0.674 0.073 -0.340 0.08
H 5.548 5.316 3.801 -0.182 -0.560 -0.360 0.07
H 3.790 5.582 3.985 1.107 0.349 -0.775 0.08
H 4.620 4.477 1.610 0.137 0.225 -0.138 0.11
H 5.143 6.189 1.259 0.319 -0.557 -0.037 0.11
H 3.061 6.004 0.309 -0.444 -0.455 -0.507 0.10
H 2.992 7.091 1.629 0.000 -0.850 0.091 0.12
H 1.960 5.010 3.099 0.223 0.402 0.010 0.10
H 1.853 4.219 1.582 -0.241 -0.329 -0.203 0.10
H -0.623 8.088 2.083 -0.189 0.104 0.227 0.10
H 0.997 8.370 1.599 0.554 0.145 -0.776 0.10
H 1.967 7.488 3.646 -0.320 0.108 0.135 0.10
H 0.447 7.368 4.490 -0.200 0.284 -0.719 0.13
H 0.211 9.997 4.116 0.840 -1.078 -0.407 0.14
H 1.806 9.829 3.339 0.094 0.240 -0.523 0.10
H 2.044 10.579 5.601 0.371 0.287 -0.010 0.07
H 2.804 9.004 5.301 1.038 -0.406 0.575 0.06
H 1.307 9.191 6.280 -0.165 -0.569 0.262 0.07
H 0.887 6.672 -0.614 -0.495 -0.380 0.961 0.13
H -0.802 6.592 -0.281 -0.758 0.153 0.025 0.10
H -0.652 4.045 -0.225 0.280 0.418 -0.379 0.12
H 1.038 4.172 -0.488 1.069 -0.178 0.388 0.08
H 0.370 3.962 -2.731 0.249 -0.824 -0.025 0.10
H 0.536 5.641 -2.543 0.071 0.163 -0.020 0.11
H -1.479 5.151 -3.661 -0.089 0.238 -1.192 0.07
H -2.102 5.722 -2.206 0.228 0.707 0.700 0.07
H -2.064 4.049 -2.514 0.151 -0.311 0.214 0.08
H -0.338 4.570 3.309 -0.372 0.448 0.233 0.11
H -1.213 4.281 1.933 -0.386 -0.305 -0.899 0.06
H -2.597 6.588 2.351 0.714 -1.085 0.966 0.14
H -1.721 6.571 3.898 0.111 0.149 0.155 0.09
H -3.883 5.460 4.308 -0.548 0.545 0.831 0.09
H -2.617 4.170 4.299 -0.373 0.435 0.265 0.11
H -3.196 3.744 1.839 -0.141 -0.444 0.201 0.04
H -4.418 4.972 1.946 -0.247 0.055 -0.064 0.06
H -4.665 3.520 2.956 0.715 0.239 -0.646 0.08
C -0.932 -0.508 -5.344 -1.102 0.203 0.184 -0.11
C -0.704 -1.334 -4.087 -0.325 -0.667 -0.621 -0.24
C 0.748 -1.887 -3.908 -1.705 1.169 0.497 -0.22
C 0.791 -2.575 -2.564 0.991 -0.032 0.725 -0.28
P 2.422 -3.246 -2.200 0.820 -1.014 0.409 0.99
C 3.479 -1.870 -1.903 1.545 1.956 0.124 -0.26
C 3.115 -0.921 -0.720 0.402 -2.104 0.225 -0.25
C 3.283 0.517 -1.041 0.940 0.889 0.928 -0.28
C 2.065 1.118 -1.676 -1.809 -0.190 -1.001 -0.10
C 2.323 -4.208 -0.687 -0.367 0.061 0.588 -0.25
C 3.658 -4.799 -0.184 0.424 -0.179 0.765 -0.21
C 4.321 -4.032 1.020 0.542 -0.928 -0.362 -0.23
C 3.674 -4.184 2.405 -2.418 1.558 -0.735 -0.09
C 3.183 -4.192 -3.564 -0.403 0.404 0.160 -0.26
C 2.294 -5.329 -4.057 -0.479 1.673 0.141 -0.25
C 2.820 -5.867 -5.378 0.615 -1.323 0.100 -0.26
C 1.828 -6.733 -6.107 -0.792 0.101 -2.128 -0.12
H -0.458 0.453 -5.309 0.181 0.643 0.141 0.07
H -2.016 -0.377 -5.539 0.509 0.234 0.430 0.09
H -0.606 -0.958 -6.251 0.645 -0.784 -0.631 0.06
H -1.502 -2.132 -4.127 1.201 0.210 0.267 0.12
H -0.955 -0.760 -3.200 -0.014 0.239 0.163 0.10
H 1.457 -1.057 -3.787 -0.288 0.102 -0.485 0.09
H 1.047 -2.427 -4.782 0.184 -0.784 -0.355 0.10
H 0.039 -3.287 -2.262 -0.420 -0.525 -0.576 0.10
H 0.662 -1.805 -1.785 0.083 -0.114 -0.196 0.07
H 3.500 -1.271 -2.829 -0.302 -0.152 0.080 0.10
H 4.555 -2.076 -1.779 -0.423 -0.762 -0.166 0.12
H 3.693 -1.205 0.180 0.016 0.144 -0.631 0.11
H 2.117 -1.171 -0.425 -1.007 0.329 0.330 0.07
H 4.232 0.650 -1.609 -0.656 0.182 0.223 0.13
H 3.433 0.998 -0.050 0.050 0.113 -0.651 0.12
H 2.091 2.215 -1.727 0.117 -0.301 -0.083 0.06
H 1.153 0.836 -1.067 0.882 0.347 -0.535 0.09
H 1.841 0.735 -2.726 0.453 0.483 1.187 0.08
H 1.544 -4.982 -0.837 0.336 0.401 0.167 0.11
H 1.943 -3.483 0.064 -0.143 -0.460 -0.264 0.08
H 4.377 -4.855 -1.000 0.188 0.152 -0.078 0.09
H 3.508 -5.843 0.089 -0.163 -0.010 0.118 0.11
H 4.427 -3.004 0.646 -0.097 -0.013 0.748 0.08
H 5.352 -4.394 1.181 -0.277 0.024 -0.653 0.11
H 3.497 -5.174 2.802 0.472 -0.436 -0.333 0.08
H 2.655 -3.714 2.393 0.404 -0.464 -0.193 0.06
H 4.123 -3.576 3.166 0.898 0.097 0.271 0.07
H 4.178 -4.552 -3.338 0.288 0.104 0.497 0.10
H 3.322 -3.437 -4.339 -0.046 0.011 -0.252 0.10
H 1.299 -4.850 -4.069 -0.114 -0.492 -0.855 0.10
H 2.189 -6.043 -3.258 0.244 -0.801 0.060 0.11
H 3.647 -6.529 -5.136 0.481 0.096 0.185 0.12
H 3.258 -5.111 -6.029 -0.331 0.322 0.113 0.12
H 2.050 -7.099 -7.151 0.769 0.553 1.084 0.10
H 0.985 -6.076 -6.350 -0.602 -0.528 0.527 0.07
H 1.590 -7.659 -5.591 -0.465 0.247 0.431 0.07
C -3.561 -9.591 -5.116 1.068 0.475 0.762 0.05
C -3.162 -8.360 -4.293 -3.532 -2.292 -1.161 -0.32
O -2.166 -7.834 -4.149 2.621 1.640 0.665 0.24
N -4.480 -7.674 -3.516 -0.071 -0.383 0.044 0.08
H -5.144 -7.336 -4.220 0.117 -0.419 -0.159 0.17
H -5.016 -8.424 -2.980 1.013 1.269 -0.516 0.20
C -4.121 -6.429 -2.719 -0.896 -0.787 -0.559 0.01
H -4.105 -9.347 -6.008 -0.093 0.458 -0.553 0.10
H -4.182 -10.244 -4.565 -0.978 -0.515 0.925 0.08
H -2.688 -10.214 -5.334 0.114 0.612 -0.190 0.11
H -3.892 -5.611 -3.373 0.273 0.100 -0.630 0.10
H -3.313 -6.608 -2.066 0.793 -0.346 0.735 0.08
H -5.013 -6.159 -2.201 -0.480 0.184 0.671 0.09
C -5.588 -1.986 3.787 0.831 0.670 0.637 0.04
C -4.493 -2.130 4.767 2.151 1.911 0.352 -0.33
O -4.068 -1.364 5.583 -0.794 -1.571 -0.855 0.17
N -3.571 -3.395 4.466 -0.553 0.449 1.041 0.07
H -4.056 -4.073 3.851 0.076 -0.019 0.641 0.14
H -2.810 -3.114 3.875 0.456 0.934 -0.900 0.10
C -2.907 -3.895 5.719 -1.455 -1.663 -0.630 0.03
H -5.565 -2.920 3.325 -1.154 -1.179 -1.209 0.03
H -5.311 -1.221 3.032 -0.253 -0.284 0.636 0.13
H -6.479 -1.758 4.345 -0.545 0.203 -0.179 0.11
H -3.629 -4.603 6.178 0.496 0.942 0.357 0.12
H -2.542 -3.068 6.309 -0.271 0.083 0.173 0.10
H -2.115 -4.522 5.374 0.856 -0.256 -0.037 0.09
C -4.205 -2.431 -0.279 -1.176 0.807 -2.181 -0.68
F -4.988 -3.295 -0.981 0.380 0.074 0.458 0.11
F -3.584 -1.682 -1.204 0.755 -0.790 0.635 0.14
F -4.977 -1.608 0.374 -0.828 0.680 0.896 0.16
S -3.304 -3.437 0.914 -0.484 -1.122 2.213 0.63
O -4.436 -3.870 1.786 2.400 0.551 -1.534 -0.32
O -2.606 -4.394 0.122 0.016 -0.523 -0.497 -0.27
N -2.308 -2.585 1.808 -1.287 0.427 -0.556 -0.31
S -0.964 -1.929 1.259 0.204 0.649 -1.097 0.59
O 0.131 -2.749 1.647 0.737 0.019 0.582 -0.26
O -0.892 -1.363 -0.073 -0.854 -0.801 0.292 -0.30
C -1.034 -0.354 2.214 0.888 1.364 -0.365 -0.66
F -2.215 0.276 2.116 0.238 -0.776 0.322 0.13
F -0.674 -0.535 3.468 -0.486 -0.142 0.552 0.16
F -0.129 0.513 1.679 -0.244 -0.657 0.105 0.10
```
Positions in Å, forces in eV/Å.

No. 3
The following is a DFT calculation (the ωB97M-V functional and the def2-TZVPD basis) of a 2-piece molecular cluster, C3H10N2Si overall in a non-equilibrium geometry.

Calculated values
Molar mass   102.213 Da
HOMO level (spin up / spin down)   -7.04 / -7.03 eV
ΔE to the lowest compared entry with this formula, charge and spin   3.9124 eV
Energy   -14127.76454 eV

Structure (XYZ):
```
16
Properties=species:S:1:pos:R:3:forces:R:3:lowdin_charge:R:1
C 2.395 -0.364 -0.841 0.339 0.224 -2.536 -0.07
C 1.709 0.173 0.130 -0.870 0.672 1.938 -0.29
C -1.435 1.138 1.180 3.015 -1.937 -0.973 -0.16
N -0.628 -2.403 0.451 -0.143 2.358 -1.556 -0.13
N -0.732 0.932 -1.574 -0.851 1.432 4.048 -0.03
Si -0.079 0.515 -0.047 -2.881 -1.443 -0.211 0.76
H 3.358 -0.672 -0.534 1.085 -0.621 -0.465 0.04
H 2.115 -0.398 -1.946 0.245 -0.178 1.773 0.09
H 2.204 0.150 1.132 -0.763 0.136 -0.773 0.08
H -2.063 0.298 1.107 -0.956 -1.265 0.132 -0.01
H -0.926 1.065 2.106 -0.058 0.410 1.371 0.01
H -2.026 1.966 1.009 -0.594 2.162 -0.379 0.00
H -0.177 -2.155 1.306 0.391 -0.038 1.211 -0.16
H -1.619 -2.187 0.610 0.142 -0.188 0.139 -0.13
H -0.438 0.626 -2.396 1.883 -1.714 -4.248 -0.03
H -1.658 1.314 -1.695 0.017 -0.010 0.529 0.05
```
Positions in Å, forces in eV/Å.

No. 4
The following is a DFT calculation (the ωB97M-V functional and the def2-TZVPD basis) of C16H19Br6FO6 as an isolated structure in a non-equilibrium geometry.

Calculated values
Molar mass   805.744 Da
HOMO level   -9.50 eV
ΔE to the lowest compared entry with this formula, charge and spin   0.1977 eV
Energy   -452155.48275 eV

Structure (XYZ):
```
48
Properties=species:S:1:pos:R:3:forces:R:3:lowdin_charge:R:1
C 2.039 -5.881 -0.726 -0.103 1.095 0.343 0.00
C 2.445 -5.223 -2.053 -2.479 -0.204 0.526 -0.35
C 2.252 -3.700 -2.178 -0.883 0.155 0.254 -0.07
O 3.525 -3.262 -2.611 -0.490 1.862 -0.621 0.10
C 4.407 -4.196 -2.425 3.002 -1.655 0.898 -0.57
O 5.613 -4.118 -2.396 -1.525 0.504 -0.558 0.15
O 3.790 -5.365 -2.152 2.333 -0.654 -0.493 0.08
H 2.744 -6.638 -0.381 -0.130 -0.253 -0.607 0.09
H 1.010 -6.234 -0.664 0.103 -0.002 -0.168 0.08
H 2.173 -5.082 0.003 -0.280 -0.023 0.372 0.08
H 1.926 -5.638 -2.917 0.158 -0.572 -0.052 0.15
H 2.007 -3.157 -1.265 0.062 -0.260 0.264 0.13
H 1.487 -3.440 -2.909 0.226 0.018 -0.143 0.13
C 1.284 1.904 5.622 -0.953 1.057 -0.051 -0.02
C 0.527 0.643 5.925 1.318 0.062 0.727 -0.35
C -0.987 0.678 6.020 0.596 0.185 0.356 -0.08
O -1.398 0.009 4.834 -0.565 0.021 -0.227 0.08
C -0.342 -0.562 4.241 0.234 -2.556 -4.749 -0.50
O -0.380 -1.284 3.196 -0.156 2.942 4.560 0.07
O 0.797 -0.188 4.828 -0.272 -1.538 -0.551 0.09
H 2.246 1.743 5.136 0.122 -0.294 0.662 0.10
H 1.311 2.513 6.525 0.459 0.182 -0.119 0.09
H 0.725 2.459 4.868 -0.195 0.211 -0.033 0.09
H 0.909 0.194 6.842 0.286 -0.239 -0.107 0.15
H -1.282 1.724 6.102 -0.681 -0.178 -0.415 0.14
H -1.327 0.107 6.884 -0.206 0.120 -0.086 0.14
F 0.955 2.857 -0.041 -0.393 -0.435 -0.733 0.05
C 0.842 2.939 -1.395 -0.370 -1.274 -0.865 -0.26
C 0.351 1.876 -2.221 0.928 0.931 1.390 -0.01
C 0.316 2.061 -3.589 -0.681 0.280 -0.268 -0.09
C 0.706 3.274 -4.192 0.350 -1.382 0.464 -0.10
C 1.235 4.224 -3.375 -0.480 1.095 0.281 -0.10
C 1.244 4.092 -1.981 0.299 0.963 -0.297 -0.03
H 0.102 0.934 -1.755 -0.235 -0.043 -0.068 0.11
H -0.143 1.284 -4.182 0.198 -0.170 -0.152 0.10
H 0.728 3.447 -5.258 -0.303 -0.269 -0.062 0.10
H 1.494 5.151 -3.864 0.360 0.254 0.367 0.10
H 1.526 4.914 -1.339 0.272 0.073 -0.045 0.12
C -5.245 -2.219 0.574 -0.340 1.447 -0.367 -1.48
Br -4.127 -2.130 -1.055 -0.653 -0.067 0.925 0.51
Br -7.058 -2.868 0.176 1.103 0.067 0.262 0.53
Br -5.446 -0.359 1.392 0.331 -1.466 -0.616 0.46
H -4.707 -2.821 1.306 -0.418 0.041 -0.208 -0.02
C -3.916 5.023 -3.498 -0.848 0.444 0.286 -1.47
Br -4.748 6.594 -2.555 0.559 -1.095 -0.578 0.48
Br -3.826 5.460 -5.442 -0.078 -0.687 1.415 0.51
Br -4.873 3.347 -2.969 0.630 1.193 -0.727 0.51
H -2.914 4.913 -3.084 -0.213 0.113 -0.384 -0.04
```
Positions in Å, forces in eV/Å.

- The lowest energy belongs to which entry?
  C16H19Br6FO6